Version i
Density functional theory data (ωB97M-V/def2-TZVPD) for a 2-piece molecular cluster, C4H12O overall.

The LUMO energy is 0.92 eV. The spin multiplicity is 1. The orbital gap comes out at 10.9 eV. Its SMILES is CCO.CC.

Last column: natural (NBO) charge in e.
CARTESIAN COORDINATES (ANGSTROEM)
C: -1.82439 -0.79501 -0.48494  -0.648
H: 1.91702 -1.25009 1.88773  0.204
C: -1.19061 0.55661 -0.66681  -0.066
H: 0.47344 -0.24943 1.68647  0.198
H: -2.90868 -0.70116 -0.64127  0.235
H: -1.50767 -1.49644 -1.27763  0.212
H: 2.55078 -0.91152 -0.24023  0.208
C: 1.95840 -0.04764 0.05806  -0.621
H: -0.29276 0.44565 -1.27211  0.158
H: -1.55739 -1.30194 0.45100  0.219
H: 1.02247 -0.09024 -0.51188  0.204
H: -0.83606 1.15715 0.18020  0.166
H: 1.95852 0.40706 2.28444  0.205
H: -1.74445 2.27470 -1.51331  0.469
C: 1.54049 -0.27702 1.54105  -0.615
H: 2.48606 0.89776 -0.01319  0.210
O: -2.04518 1.38155 -1.46758  -0.737

=====

Version ii
Density functional theory data (ωB97M-V/def2-TZVPD) for a 2-piece molecular cluster, C4H12O overall.

The LUMO energy is 0.87 eV. The spin multiplicity is 1. The orbital gap comes out at 10.6 eV. Its SMILES is CCO.CC.

Last column: natural (NBO) charge in e.
CARTESIAN COORDINATES (ANGSTROEM)
C: -1.24625 -1.12527 0.44338  -0.629
H: -0.76209 -0.30851 0.19265  0.187
C: -1.62148 -1.07442 2.06086  -0.057
H: -2.14944 -1.26798 -0.08136  0.206
H: -2.75927 -1.05194 2.05428  0.160
H: -0.54333 -2.00988 0.50858  0.209
C: 1.81603 0.72524 -1.87067  -0.606
H: 2.89729 1.06828 -2.03019  0.200
H: 0.29539 1.93373 -0.78619  0.196
O: -1.32887 -2.23307 2.68416  -0.700
H: -0.48567 -1.99727 3.15325  0.468
H: 1.87258 2.80967 -1.05768  0.211
H: 1.44940 0.15212 -2.69796  0.209
H: 1.85248 0.14343 -1.02378  0.196
C: 1.15641 2.05284 -1.49845  -0.616
H: -1.16217 -0.10719 2.47415  0.156
H: 0.71898 2.29024 -2.52501  0.210

=====

Version iii
Density functional theory data (ωB97M-V/def2-TZVPD) for a 2-piece molecular cluster, C4H12O overall.

The LUMO energy is 0.97 eV. The spin multiplicity is 1. The orbital gap comes out at 11.1 eV. Its SMILES is CCO.CC.

Last column: natural (NBO) charge in e.
CARTESIAN COORDINATES (ANGSTROEM)
H: 1.28499 -1.86835 -0.60716  0.217
H: -1.56597 0.75241 -1.36447  0.208
H: 1.55853 -0.90567 1.09572  0.204
H: -2.57957 0.76162 1.51761  0.165
H: -3.22472 0.13279 -0.02928  0.186
H: 1.44323 0.71629 -1.10423  0.210
H: -2.00031 2.09974 -0.18979  0.205
H: 2.78191 0.70906 0.18577  0.198
H: 2.91944 -1.70027 0.21626  0.208
H: -0.52158 1.12803 -0.10588  0.205
C: -2.41848 0.33578 0.58350  -0.071
O: -1.97096 -1.00721 0.65160  -0.743
H: -1.31238 -1.22854 1.33093  0.468
C: 2.22865 0.13585 -0.58114  -0.618
C: -1.56261 1.12644 -0.30835  -0.622
H: 2.99003 0.06943 -1.41361  0.197
C: 1.94983 -1.25739 0.12256  -0.617

=====

Version iv
Density functional theory data (ωB97M-V/def2-TZVPD) for a 2-piece molecular cluster, C4H12O overall.

The LUMO energy is 0.93 eV. The spin multiplicity is 1. The orbital gap comes out at 11.0 eV. Its SMILES is CCO.CC.

Last column: natural (NBO) charge in e.
CARTESIAN COORDINATES (ANGSTROEM)
H: -1.09585 0.18170 1.62600  0.183
H: -2.16732 -2.19766 -0.44649  0.468
H: -2.06362 0.45548 -1.26831  0.178
H: 4.01255 0.99096 -0.85714  0.200
H: -0.59674 -0.54088 -0.64642  0.173
O: -2.45725 -1.37199 -0.69900  -0.748
H: 2.07557 -0.22336 0.99250  0.197
C: 3.08879 0.46729 -0.61859  -0.611
H: 2.31069 0.88810 -1.34594  0.205
H: 2.02855 1.53426 1.04206  0.213
H: 3.31435 -0.50594 -0.91770  0.205
H: -1.99779 1.39439 0.73745  0.200
C: -1.97985 0.40991 0.90066  -0.605
C: -1.65566 -0.21831 -0.48470  -0.054
H: -2.71185 0.21291 1.45039  0.205
C: 2.71790 0.69373 0.80896  -0.620
H: 3.52244 0.67016 1.58762  0.211

=====

Computed energies relative to the best structure, in kJ/mol: version i 0.0; version ii 97.9; version iii 52.2; version iv 110.3

=====

Version i
Density functional theory data (ωB97M-V/def2-TZVPD) for C7H10O2 in the gas phase.

The LUMO energy is 0.71 eV. The spin multiplicity is 1. The orbital gap comes out at 9.0 eV. Its SMILES is CCC1=COC=COC1.

Last column: natural (NBO) charge in e.
CARTESIAN COORDINATES (ANGSTROEM)
H: 0.45986 -1.02564 2.14001  0.191
C: 0.76112 -0.11535 1.27108  -0.062
O: 0.38241 0.39731 -1.75991  -0.507
H: -1.94491 -0.81073 2.20378  0.214
C: 2.29759 -0.38167 -0.60898  -0.007
H: -1.58705 1.02209 1.92185  0.218
C: -3.16980 0.04455 0.53159  -0.637
H: -3.06427 -0.57063 -0.34916  0.217
H: 2.26035 0.38312 -2.57345  0.203
C: -0.52175 0.01241 0.47718  -0.112
C: -0.70598 0.50894 -0.76150  0.095
H: -1.69753 0.90000 -1.08289  0.217
C: 1.62952 0.06956 -1.62019  0.067
H: 0.96728 0.99257 1.78559  0.189
H: -4.02898 -0.43187 1.06563  0.229
H: 3.49153 -0.49714 -0.53830  0.215
H: -3.44435 0.94529 0.08913  0.206
O: 1.86715 -0.66622 0.74091  -0.527
C: -1.85876 0.06895 1.29246  -0.412

=====

Version ii
Density functional theory data (ωB97M-V/def2-TZVPD) for a 2-piece molecular cluster, C7H10O2 overall.

The LUMO energy is 0.36 eV. The spin multiplicity is 1. The orbital gap comes out at 9.1 eV. Its SMILES is C#CC(C)=O.C=C(C)O.

Last column: natural (NBO) charge in e.
CARTESIAN COORDINATES (ANGSTROEM)
H: 1.47957 -1.34788 1.42066  0.224
C: 0.00892 -2.26698 -1.48217  -0.166
H: 0.09554 2.29825 -1.23772  0.223
H: 1.90576 0.36981 1.40262  0.242
H: -0.71308 -2.94442 -1.87662  0.236
O: 2.49164 0.10955 -1.34210  -0.500
H: 3.14723 -0.85903 1.05092  0.250
O: -2.01802 0.86238 -1.35397  -0.673
H: -2.21876 1.14509 1.67865  0.234
C: 2.09526 -0.59382 0.92334  -0.708
C: 0.77994 -1.45643 -1.04164  -0.124
C: -0.15654 1.80993 -0.30107  -0.531
H: -2.43545 -0.41130 0.84930  0.208
H: -2.75559 0.26176 -1.15756  0.475
C: 1.77336 -0.48101 -0.54269  0.527
C: -1.25525 1.03419 -0.22498  0.328
H: -0.88911 -0.02968 1.60171  0.232
H: 0.39229 2.09994 0.58767  0.202
C: -1.72773 0.39966 1.04565  -0.680

=====

Computed energies relative to the best structure, in kJ/mol: version i 199.0; version ii 0.0

=====

Version i
Density functional theory data (ωB97M-V/def2-TZVPD) for C4H11N3 as an isolated structure.

The LUMO energy is 0.92 eV. The spin multiplicity is 1. The orbital gap comes out at 9.5 eV.

Last column: natural (NBO) charge in e.
CARTESIAN COORDINATES (ANGSTROEM)
N: -1.53660 -2.27774 0.33945  -0.662
H: 1.59830 -0.71382 1.39277  0.203
N: 0.38925 1.76822 0.50853  -0.464
H: -0.52138 0.26789 1.57217  0.208
H: -2.10907 0.30430 -0.31653  0.217
C: -0.87225 -1.48974 -0.44160  0.166
H: 1.51608 1.61878 -1.15640  0.339
H: 0.16512 2.57223 -1.29237  0.351
N: 0.92717 2.29888 -0.68149  -0.649
H: 1.17972 -2.03834 0.51120  0.244
H: -0.39568 -1.91179 -1.32639  0.179
H: -0.75167 0.40628 -1.48622  0.211
H: 0.96585 2.02410 1.29971  0.372
H: 1.72819 -0.61672 -0.39143  0.184
H: -2.17221 -1.77740 0.96012  0.320
C: -1.06985 0.02656 -0.51424  -0.524
C: -0.15278 0.49178 0.57360  0.080
C: 1.11180 -0.95347 0.44910  -0.774

=====

Version ii
Density functional theory data (ωB97M-V/def2-TZVPD) for a 2-piece molecular cluster, C4H11N3 overall.

The LUMO energy is 0.93 eV. The spin multiplicity is 1. The orbital gap comes out at 9.6 eV. Its SMILES is [H]/N=C/N(C)C.C=N.

Last column: natural (NBO) charge in e.
CARTESIAN COORDINATES (ANGSTROEM)
C: -1.44891 0.71695 -1.08318  -0.399
H: -1.52041 1.13619 1.66414  0.193
H: -0.30108 -0.10234 2.01260  0.229
N: 1.54889 1.28520 0.85756  -0.731
H: -2.21841 -0.06055 -1.10481  0.201
H: 1.07416 1.21395 -1.17240  0.161
N: -0.48408 0.42101 -0.03298  -0.455
N: 0.50886 -2.07789 -0.86498  -0.598
H: -0.30345 -2.08839 -0.23879  0.328
C: 1.58746 -1.74847 -0.19464  -0.072
H: 2.57426 -1.86635 -0.65970  0.173
H: 1.55168 -1.56494 0.88920  0.163
H: -0.96979 0.72613 -2.06627  0.215
C: 0.83294 0.89133 -0.14537  0.293
H: -1.92941 1.68508 -0.91248  0.182
C: -1.05894 0.21714 1.29249  -0.421
H: 2.37255 1.78772 0.51360  0.347
H: -1.81633 -0.57175 1.24601  0.192

=====

Computed energies relative to the best structure, in kJ/mol: version i 199.7; version ii 0.0

=====

Version i
Density functional theory data (ωB97M-V/def2-TZVPD) for C4H11N3 in the gas phase.

The LUMO energy is 0.89 eV. The spin multiplicity is 1. The orbital gap comes out at 9.8 eV. Its SMILES is N/C=N\CCCN.

Last column: natural (NBO) charge in e.
CARTESIAN COORDINATES (ANGSTROEM)
H: 2.52012 1.41806 -0.44476  0.163
H: 3.31590 -0.58076 0.38212  0.392
H: -0.83073 -0.20535 -2.06653  0.206
H: -1.98446 -1.16818 -0.28010  0.219
N: -1.94466 1.26013 0.50351  -0.845
H: -1.74674 -0.11010 1.98592  0.190
H: -1.47228 1.63040 -0.31559  0.366
C: -1.17945 0.16923 1.09257  -0.218
H: -0.43272 -1.81214 0.37053  0.198
C: -0.97582 -0.92464 0.06231  -0.424
C: -0.21252 -0.36147 -1.18778  -0.253
N: 2.33617 -0.53903 0.16403  -0.834
H: -0.20568 0.46767 1.51360  0.163
N: 0.67780 0.76567 -0.93218  -0.512
H: 1.87071 -1.42087 0.02032  0.384
C: 1.85411 0.55413 -0.52551  0.287
H: -2.04671 2.03958 1.13954  0.357
H: 0.45697 -1.18230 -1.48200  0.160

=====

Version ii
Density functional theory data (ωB97M-V/def2-TZVPD) for C4H11N3 as an isolated structure.

The LUMO energy is 0.98 eV. The spin multiplicity is 1. The orbital gap comes out at 8.1 eV.

Last column: natural (NBO) charge in e.
CARTESIAN COORDINATES (ANGSTROEM)
H: 0.33023 0.37895 2.70244  0.219
H: -1.87394 -1.03647 1.55684  0.193
C: -1.33350 -0.10312 1.44595  -0.103
C: 0.12973 -0.08272 1.73133  -0.303
H: -1.86835 -0.73366 -1.02847  0.379
H: 0.62885 2.26393 -1.14260  0.379
H: -1.68011 0.84582 -0.68573  0.384
H: 1.04599 -1.14423 -2.04877  0.212
C: 0.43405 0.34112 -0.58537  0.494
N: 0.61114 0.81505 0.69812  -0.714
C: 1.09221 -0.98822 -0.97064  -0.687
H: 0.59806 -1.81990 -0.47031  0.209
N: -1.34631 -0.08259 -0.44190  -0.773
H: 0.56179 -1.09187 1.68293  0.163
H: -1.84207 0.81490 1.72955  0.210
N: 0.71810 1.34799 -1.57013  -0.861
H: 1.65604 1.26473 -1.94090  0.373
H: 2.13809 -0.98970 -0.66235  0.227

=====

Version iii
Density functional theory data (ωB97M-V/def2-TZVPD) for a 2-piece molecular cluster, C4H11N3 overall.

The LUMO energy (spin up / spin down) is -0.13 / -0.26 eV. The spin multiplicity is 1. The orbital gap (spin up / spin down) comes out at 8.6 / 7.6 eV.

Last column: natural (NBO) charge in e.
CARTESIAN COORDINATES (ANGSTROEM)
H: -1.70226 0.70408 -1.43982  0.371
H: -0.03429 -2.23810 1.52416  0.222
H: -0.39327 -0.79275 -2.01843  0.221
C: -0.47278 -1.41525 -1.12497  -0.679
H: 1.50613 -1.78381 0.82258  0.216
H: -1.28758 2.17371 -0.80666  0.384
C: -0.15999 -0.64901 0.11795  0.129
H: -1.49638 -1.81336 -1.08725  0.226
H: 2.30076 2.12553 -0.62464  0.293
H: 1.83002 1.03903 0.46012  0.315
H: -0.59996 2.26454 1.37674  0.335
H: 0.19948 -2.26495 -1.24202  0.225
N: -1.56592 1.22518 -0.58686  -0.832
C: 0.56377 -1.37570 1.19900  -0.674
N: 1.47576 1.58041 -0.32831  -0.701
C: -0.68765 0.64369 0.33361  0.337
H: 0.75343 -0.73874 2.05821  0.254
N: -0.22928 1.31549 1.36658  -0.644

=====

Version iv
Density functional theory data (ωB97M-V/def2-TZVPD) for a 2-piece molecular cluster, C4H11N3 overall.

The LUMO energy is 0.83 eV. The spin multiplicity is 1. The orbital gap comes out at 9.3 eV. Its SMILES is [H]/N=C/NC.C=CN.

Last column: natural (NBO) charge in e.
CARTESIAN COORDINATES (ANGSTROEM)
H: -0.23407 -1.97092 -2.28967  0.374
C: -1.63095 -0.23087 0.72292  -0.399
H: 2.35617 1.15264 -1.54274  0.209
N: -0.39608 0.33292 1.22125  -0.616
H: -2.10803 -0.76734 1.54293  0.201
C: -0.05074 0.28639 2.53253  0.283
N: 0.87820 1.00942 3.01862  -0.734
H: -0.78493 -0.46759 -2.75069  0.377
H: 1.56767 -1.06061 -1.14433  0.194
H: 1.03480 1.46990 -2.78243  0.192
H: 0.11243 1.01565 0.68225  0.406
H: -0.60710 -0.44506 3.12554  0.138
N: 0.02204 -1.05057 -2.60453  -0.827
C: 1.51082 0.78023 -2.10017  -0.514
H: -2.30944 0.54077 0.37601  0.192
H: -1.44701 -0.92246 -0.10263  0.188
H: 1.00799 0.78745 3.99745  0.337
C: 1.07824 -0.45994 -1.90234  -0.001

=====

Computed energies relative to the best structure, in kJ/mol: version i 0.0; version ii 233.9; version iii 260.0; version iv 28.5